Density functional theory data (wB97M-V/def2-TZVPD) for a structure of composition C20H25BF4N2O5PTi in a non-equilibrium geometry.

Geometry as XYZ:
```
59
Properties=species:S:1:pos:R:3:mulliken_charge:R:1
Ti 0.42 -0.70 0.04 1.2250
O -0.97 0.25 1.30 -0.7108
C -1.16 0.13 2.62 0.6302
C -1.61 1.22 3.37 -0.3301
C -1.93 1.08 4.69 -0.3189
C -1.83 -0.16 5.33 -0.7087
C -1.38 -1.23 4.60 -0.5793
C -1.03 -1.11 3.25 0.2311
C -0.69 -2.31 2.52 -0.6590
N -0.16 -2.26 1.34 0.3232
N 0.10 -3.55 0.84 -0.8638
C 0.48 -3.45 -0.42 0.5477
O 0.43 -2.38 -1.13 -0.8301
C 0.96 -4.80 -0.92 0.3443
C 1.34 -5.82 -0.05 -0.1796
C 1.60 -7.08 -0.53 -0.4329
C 1.42 -7.37 -1.89 -0.4793
C 1.34 -6.32 -2.79 -0.5179
C 1.04 -5.05 -2.29 -0.3697
H -1.60 2.21 2.91 0.3354
H -2.30 1.93 5.27 0.3447
H -2.22 -0.36 6.33 0.3316
H -1.25 -2.21 5.07 0.3341
H -0.81 -3.32 2.92 0.3283
H 1.47 -5.59 1.03 0.3400
H 1.85 -7.83 0.22 0.3323
H 1.53 -8.41 -2.25 0.3171
H 1.31 -6.48 -3.86 0.3465
H 0.89 -4.25 -2.97 0.4199
C 0.86 5.35 0.08 -1.2446
C 1.31 4.36 -1.02 -0.0275
O 0.19 3.77 -1.66 -0.4991
P -0.49 2.64 -0.71 0.7192
O -1.96 2.70 -1.37 -0.3998
C -3.04 3.15 -0.55 -0.1069
C -3.16 4.65 -0.48 -0.8220
O 0.22 1.31 -1.47 -0.0821
C 0.94 1.44 -2.76 -0.0516
C 0.06 1.34 -3.91 -1.3013
H 1.74 5.88 0.41 0.4676
H 0.44 4.84 0.96 0.2384
H 0.16 6.12 -0.33 0.2470
H 1.99 3.57 -0.68 0.1737
H 1.90 4.90 -1.81 0.3508
H -2.89 2.72 0.44 0.0473
H -3.94 2.69 -0.94 0.3501
H -2.19 5.13 -0.29 0.0795
H -3.89 4.92 0.32 0.3632
H -3.53 5.07 -1.44 0.2679
H 1.65 0.64 -2.75 0.4011
H 1.49 2.39 -2.73 0.1439
H -0.55 0.42 -3.88 0.2509
H 0.64 1.32 -4.83 0.4039
H -0.59 2.20 -3.99 0.2784
F 2.63 -0.66 -0.78 -0.3549
B 3.13 0.33 0.17 0.4209
F 4.35 0.00 0.67 -0.3296
F 3.12 1.57 -0.45 -0.3787
F 2.17 0.41 1.21 -0.3571
```

Values from the calculation:
E_LUMO (alpha / beta)	2.769 / 2.767	eV
2S+1	3
⟨S²⟩	2.01
frontier orbital gap (alpha / beta)	5.84 / 7.53	eV
ΔE to the lowest compared entry with this formula, charge and spin	0.0	kJ/mol
HOMO energy (alpha / beta)	-0.113 / -0.175	Ha
charge	-1